[1]
The following is a DFT calculation (the ωB97M-V functional and the def2-TZVPD basis) of an isolated molecule of CH2O2S at a distorted geometry.

Last column: natural (NBO) charge in e.
CARTESIAN COORDINATES (ANGSTROEM)
C 0.0442 -0.9103 -0.1386  0.15
O -0.1758 -2.0831 0.0684  -0.16
O 0.3538 0.1290 0.8046  -0.63
S 0.5021 1.5706 0.0080  0.33
H 0.0322 -0.5399 -1.1211  0.20
H -0.7565 1.8337 0.3786  0.10

Results
Highest occupied orbital energy (spin up / spin down)   -6.29 / -9.91 eV
2S+1   3
Frontier orbital gap (spin up / spin down)   6.66 / 6.39 eV


[2]
The following is a DFT calculation (the ωB97M-V functional and the def2-TZVPD basis) of the ion C2H4O2P with charge +1 at a distorted geometry.

Last column: natural (NBO) charge in e.
CARTESIAN COORDINATES (ANGSTROEM)
C 0.3648 0.8587 0.0356  -0.11
C 0.3687 -0.7227 -0.1181  -0.14
O -0.9987 1.2615 -0.0970  -0.74
O -0.9671 -1.0572 0.0405  -0.74
P -2.0433 0.0600 -0.0218  1.75
H 0.6142 1.0179 1.1069  0.23
H 1.0619 1.2833 -0.6748  0.25
H 0.7043 -1.3611 -0.9820  0.25
H 0.8951 -1.3405 0.7106  0.24

Results
Highest occupied orbital energy   -16.66 eV
2S+1   1
Net charge   +1
Frontier orbital gap   9.91 eV


These records have molar mass values of 78.09; 91.03 g/mol, in the order they appear.
These records have DFT total energy values of -15993.3251; -15514.5929 eV, in the order they appear.